[1]
Below is a single C5H5NO molecule at a distorted geometry, with properties calculated with wB97M-V/def2-TZVPD.

Frontier orbital gap in eV: 9.73
DFT total energy in hartree: -323.39709
HOMO in eV: -9.050
LUMO in eV: 0.68

ORCA input file:
```
! wB97M-V def2-TZVPD RIJCOSX def2/J DEFGRID3
* xyz 0 1
O 0.986 -0.287 -2.322
C 0.836 0.301 -1.151
C -0.027 -0.577 -0.332
C 0.353 -0.593 1.134
C -0.881 0.129 0.717
C -0.950 1.576 0.757
N -1.067 2.725 0.815
H 1.562 0.276 -2.863
H -0.454 -1.486 -0.757
H 1.214 0.008 1.406
H 0.233 -1.528 1.672
H -1.832 -0.350 0.932
*
```

The net atomic charges from Mulliken, expressed in e, are: atom 1 (O): -0.3136, atom 2 (C): -0.8863, atom 3 (C): 0.6114, atom 4 (C): -0.7415, atom 5 (C): -0.1039, atom 6 (C): 0.0965, atom 7 (N): -0.4167, atom 8 (H): 0.4257, atom 9 (H): 0.3796, atom 10 (H): 0.3364, atom 11 (H): 0.2578, atom 12 (H): 0.3546


[2]
Below is a single C4H9OPS2 molecule at a distorted geometry, with properties calculated with wB97M-V/def2-TZVPD.

Frontier orbital gap in eV: 7.84
DFT total energy in hartree: -1370.74072
HOMO in eV: -9.073
LUMO in eV: -1.23

ORCA input file:
```
! wB97M-V def2-TZVPD RIJCOSX def2/J DEFGRID3
* xyz 0 1
C -0.110 -0.189 -1.002
C 1.440 -0.595 1.313
C 1.118 2.139 0.077
C -2.850 -1.290 -0.444
O 2.525 0.159 -1.184
P 1.378 0.390 -0.295
S -0.213 -1.268 -2.214
S -1.770 -0.061 0.293
H 0.478 -0.581 1.852
H 1.793 -1.508 0.928
H 2.151 -0.033 1.959
H 0.125 2.444 -0.356
H 0.974 2.125 1.185
H 1.951 2.770 -0.165
H -3.614 -1.595 0.257
H -2.077 -2.057 -0.776
H -3.298 -0.851 -1.426
*
```

The net atomic charges from Mulliken, expressed in e, are: atom 1 (C): -0.0497, atom 2 (C): -1.1192, atom 3 (C): -1.0042, atom 4 (C): -0.6709, atom 5 (O): -0.7063, atom 6 (P): 0.9011, atom 7 (S): -0.1162, atom 8 (S): -0.0657, atom 9 (H): 0.3990, atom 10 (H): 0.3395, atom 11 (H): 0.3569, atom 12 (H): 0.3177, atom 13 (H): 0.3191, atom 14 (H): 0.3417, atom 15 (H): 0.3460, atom 16 (H): 0.1619, atom 17 (H): 0.2495


[3]
Below is 10 unconnected molecules or ions with the total composition C18H56N6O10 at a distorted geometry, with properties calculated with wB97M-V/def2-TZVPD.

Frontier orbital gap in eV: 8.64
DFT total energy in hartree: -1800.09066
HOMO in eV: -8.453
LUMO in eV: 0.19

ORCA input file:
```
! wB97M-V def2-TZVPD RIJCOSX def2/J DEFGRID3
* xyz 0 1
C 2.238 -3.593 -3.600
O 2.564 -2.963 -2.364
H 3.144 -4.222 -3.782
H 1.992 -2.853 -4.340
H 1.366 -4.213 -3.431
H 2.623 -3.629 -1.706
C 3.156 -2.074 0.682
O 1.756 -1.763 0.966
H 3.422 -1.772 -0.273
H 3.397 -3.137 0.990
H 3.735 -1.507 1.361
H 1.233 -1.764 0.119
C -0.194 -0.718 -4.987
O -0.384 -2.043 -4.759
H 0.534 -0.727 -5.781
H 0.242 -0.154 -4.107
H -1.094 -0.229 -5.364
H -0.870 -2.056 -3.945
C 0.929 0.533 -0.960
O 1.959 1.341 -1.276
N -0.062 0.824 -0.093
N 0.726 -0.617 -1.597
H 0.188 1.689 0.487
H -0.077 0.075 0.629
H 1.476 -1.145 -2.087
H -0.133 -1.103 -1.710
C -0.844 -2.406 2.701
O -0.911 -1.195 2.044
N 0.203 -3.220 2.743
N -1.905 -2.924 3.193
H 0.947 -2.798 2.169
H 0.124 -4.240 2.657
H -2.778 -2.379 3.207
H -2.038 -3.716 3.814
C -3.616 0.651 0.218
O -4.973 0.895 0.183
N -2.657 1.084 -0.606
N -3.063 0.151 1.281
H -2.851 1.709 -1.455
H -1.635 0.989 -0.378
H -3.707 -0.198 1.971
H -2.190 -0.318 1.287
C 3.681 0.995 4.870
C 2.332 0.349 4.833
C 2.014 -0.041 3.400
O 2.278 -0.671 5.560
H 3.779 1.595 3.924
H 4.476 0.172 4.978
H 3.736 1.689 5.784
H 1.546 0.983 5.204
H 2.746 -0.691 3.005
H 1.846 0.711 2.699
H 1.165 -0.656 3.449
H 2.299 -0.403 6.483
C 0.136 4.865 2.914
C 0.631 3.775 1.982
C 2.124 3.394 2.333
O -0.004 2.693 1.901
H 0.541 5.766 2.564
H 0.537 4.747 3.917
H -0.955 4.954 2.840
H 0.596 4.055 0.922
H 2.760 4.236 2.237
H 2.651 2.616 1.751
H 2.302 3.059 3.380
H -0.889 2.727 2.211
C -1.132 3.996 -1.768
C -1.884 3.306 -2.801
C -1.168 1.987 -3.158
O -3.060 3.021 -2.440
H -0.267 4.363 -2.212
H -0.984 3.302 -0.918
H -1.804 4.773 -1.338
H -1.921 3.965 -3.729
H -1.635 1.447 -3.877
H -0.849 1.278 -2.388
H -0.185 2.121 -3.604
H -3.627 3.074 -3.205
C -3.022 -2.989 -3.087
C -2.207 -2.329 -2.038
C -1.104 -3.186 -1.428
O -1.697 -1.248 -2.295
H -3.467 -2.245 -3.859
H -3.850 -3.423 -2.543
H -2.669 -3.912 -3.529
H -2.916 -1.938 -1.297
H -1.501 -4.151 -1.083
H -0.818 -2.594 -0.503
H -0.362 -3.276 -2.241
H -2.167 -0.524 -1.897
*
```

The net atomic charges from Mulliken, expressed in e, are: atom 1 (C): -0.6706, atom 2 (O): -0.3993, atom 3 (H): 0.2999, atom 4 (H): 0.1865, atom 5 (H): 0.2732, atom 6 (H): 0.2512, atom 7 (C): -0.9960, atom 8 (O): 0.0457, atom 9 (H): 0.3799, atom 10 (H): 0.1776, atom 11 (H): 0.4190, atom 12 (H): 0.1361, atom 13 (C): -0.5958, atom 14 (O): -0.6592, atom 15 (H): 0.4457, atom 16 (H): 0.0494, atom 17 (H): 0.2730, atom 18 (H): 0.2408, atom 19 (C): -0.4446, atom 20 (O): -0.8063, atom 21 (N): 1.4869, atom 22 (N): 1.6757, atom 23 (H): -0.4924, atom 24 (H): -0.2730, atom 25 (H): 0.0863, atom 26 (H): -0.8938, atom 27 (C): 0.0307, atom 28 (O): -0.5488, atom 29 (N): -0.4176, atom 30 (N): -0.3426, atom 31 (H): 0.2740, atom 32 (H): 0.2816, atom 33 (H): 0.2322, atom 34 (H): 0.2093, atom 35 (C): 0.3061, atom 36 (O): -0.8182, atom 37 (N): 0.2447, atom 38 (N): -0.0537, atom 39 (H): 0.3842, atom 40 (H): -0.0676, atom 41 (H): 0.2977, atom 42 (H): 0.1021, atom 43 (C): -1.3634, atom 44 (C): 0.4193, atom 45 (C): -0.8948, atom 46 (O): -0.5411, atom 47 (H): 0.2533, atom 48 (H): 0.3445, atom 49 (H): 0.3436, atom 50 (H): 0.3495, atom 51 (H): 0.1157, atom 52 (H): 0.3732, atom 53 (H): -0.0064, atom 54 (H): 0.3915, atom 55 (C): -1.5029, atom 56 (C): 0.6960, atom 57 (C): -1.4735, atom 58 (O): -0.2679, atom 59 (H): 0.4299, atom 60 (H): 0.3333, atom 61 (H): 0.4585, atom 62 (H): 0.0446, atom 63 (H): 0.6013, atom 64 (H): 0.3237, atom 65 (H): 0.1749, atom 66 (H): 0.1220, atom 67 (C): -0.9143, atom 68 (C): -0.2092, atom 69 (C): -1.1617, atom 70 (O): -0.5262, atom 71 (H): 0.5225, atom 72 (H): -0.2508, atom 73 (H): 0.3944, atom 74 (H): 0.4984, atom 75 (H): 0.3822, atom 76 (H): 0.1308, atom 77 (H): 0.6247, atom 78 (H): 0.3461, atom 79 (C): -1.6117, atom 80 (C): 0.6067, atom 81 (C): -0.4577, atom 82 (O): -0.1101, atom 83 (H): 0.2348, atom 84 (H): 0.5435, atom 85 (H): 0.3655, atom 86 (H): 0.6286, atom 87 (H): 0.6621, atom 88 (H): -0.2990, atom 89 (H): -0.1821, atom 90 (H): -0.2524


[4]
Below is a single C6H13N3O2 molecule at a distorted geometry, with properties calculated with wB97M-V/def2-TZVPD.

Frontier orbital gap (alpha / beta) in eV: 8.77 / 8.77
DFT total energy in hartree: -550.88078
HOMO (alpha / beta) in eV: -8.160 / -8.158
LUMO (alpha / beta) in eV: 0.61 / 0.61

ORCA input file:
```
! wB97M-V def2-TZVPD RIJCOSX def2/J DEFGRID3
* xyz 0 1
C -1.923 2.191 2.850
C -0.980 1.367 2.570
C 0.917 0.656 -2.922
C 0.446 -2.394 0.282
C 1.267 0.155 -1.491
C -0.323 -1.430 -0.761
N -0.971 0.706 1.140
N 0.151 -0.018 -0.686
N 0.175 0.513 0.617
O -2.074 0.278 0.757
O 1.262 0.914 1.088
H -1.889 2.496 3.855
H -2.726 2.693 2.189
H -0.187 1.014 3.064
H 0.758 1.688 -3.026
H 1.817 0.337 -3.555
H -0.024 -0.007 -3.012
H 0.068 -2.395 1.289
H 0.464 -3.440 0.047
H 1.597 -2.116 0.468
H 1.785 -0.792 -1.522
H 1.924 0.863 -0.953
H -0.093 -1.849 -1.800
H -1.440 -1.434 -0.487
*
```

The net atomic charges from Mulliken, expressed in e, are: atom 1 (C): -0.6700, atom 2 (C): -0.1469, atom 3 (C): -0.9487, atom 4 (C): -1.0321, atom 5 (C): -0.6079, atom 6 (C): -0.6614, atom 7 (N): 0.3856, atom 8 (N): -0.0537, atom 9 (N): 0.8573, atom 10 (O): -0.7152, atom 11 (O): -0.8217, atom 12 (H): 0.2876, atom 13 (H): 0.2427, atom 14 (H): 0.5082, atom 15 (H): 0.3146, atom 16 (H): 0.2774, atom 17 (H): 0.2633, atom 18 (H): 0.3147, atom 19 (H): 0.3991, atom 20 (H): 0.2365, atom 21 (H): 0.3396, atom 22 (H): 0.5035, atom 23 (H): 0.3848, atom 24 (H): 0.3429